Record 1
Computed, not measured: a single C6H10N2 molecule at a distorted geometry, with ωB97M-V with the def2-TZVPD basis set.

```
18
Properties=species:S:1:pos:R:3:forces:R:3:mulliken_charge:R:1
H -0.173 3.151 -0.362 -0.2 -0.5 0.0 0.333
H -0.678 -2.069 2.290 -0.7 -0.5 -0.2 0.175
H -2.110 -1.080 -0.285 -0.8 2.0 -0.4 0.388
C 1.067 -0.172 0.377 0.5 0.4 -0.7 -0.588
N -0.417 -0.746 -1.807 -1.3 -0.3 3.0 -0.429
H -0.592 1.561 -1.173 -1.0 0.5 -0.2 0.286
H 0.942 1.847 1.422 0.6 -0.4 -0.3 0.404
H 1.537 -0.366 -0.627 -0.6 1.0 0.5 0.397
C 0.010 -1.329 0.481 0.0 0.8 4.5 0.553
H 0.912 2.171 -1.369 0.5 0.1 0.7 0.297
N -0.773 -1.326 1.614 3.2 -0.2 -1.4 -0.677
H 1.951 -0.334 1.028 -1.0 -0.4 0.3 0.394
H -0.484 0.961 1.228 0.0 0.4 -0.5 0.337
C 0.125 2.122 -0.603 0.5 -0.9 0.4 -1.104
C -0.242 -1.979 -0.750 1.1 1.1 -2.8 -0.582
H -0.312 -2.879 -1.369 -0.5 -0.1 1.3 0.403
C -1.190 -0.777 -0.765 -0.2 -2.9 -3.8 -0.016
C 0.426 1.241 0.670 0.1 -0.1 -0.6 -0.571
```
Positions in Å, forces in eV/Å.

For the total energy, the calculation gives -9356.49460 eV. Its HOMO-LUMO gap is 0.2492 Ha. Its relative energy (zero: lowest compared OMol25 entry of this formula, charge and spin) is 7.942 eV. Its spin multiplicity is 1.



Record 2
Computed, not measured: 2 unconnected molecules or ions with the total composition C4H13N3S at a distorted geometry, with ωB97M-V with the def2-TZVPD basis set.

```
21
Properties=species:S:1:pos:R:3:forces:R:3:mulliken_charge:R:1
C -0.002 -2.525 0.180 0.3 0.0 -0.4 -0.398
C 1.141 2.293 1.580 0.3 -0.4 -0.9 -0.826
H -0.906 0.968 0.663 -0.1 0.4 0.3 0.358
H 1.505 1.288 1.819 -0.2 0.0 0.2 0.322
H 0.945 -0.984 -0.815 -0.4 -0.1 0.1 0.207
C -0.543 1.669 -0.089 0.3 -1.9 -1.4 0.059
H 1.888 -2.192 -0.475 0.2 0.0 0.3 0.230
H 1.216 2.531 -0.530 0.0 0.2 -0.1 0.219
H -1.625 -1.107 0.315 0.0 -0.1 -0.2 0.137
H -0.741 2.312 -1.854 0.3 -0.2 -0.6 0.167
N -1.041 1.532 -1.278 -0.4 1.7 1.4 -0.529
H 0.386 2.630 2.282 0.2 0.1 0.2 0.288
C -1.312 -1.936 -0.334 -0.1 0.5 0.3 -0.557
H -0.055 -2.710 1.256 -0.3 0.0 0.0 0.248
H 0.145 -3.496 -0.305 0.0 0.0 0.0 0.291
H -1.419 0.118 -1.799 0.3 -1.5 -0.1 0.274
S -1.226 -1.332 -2.052 -0.4 0.6 -0.1 -0.357
H 2.016 2.939 1.558 -0.2 0.2 0.4 0.311
N 0.588 2.319 0.222 -0.1 0.5 0.8 -0.280
N 1.148 -1.639 -0.062 0.3 0.0 -0.1 -0.544
H -2.105 -2.676 -0.281 0.0 -0.1 0.1 0.380
```
Positions in Å, forces in eV/Å.

For the total energy, the calculation gives -19663.24200 eV. Its SMILES is [H]/N=C\NC.NCCS. Its HOMO-LUMO gap is 0.3211 Ha. Its relative energy (zero: lowest compared OMol25 entry of this formula, charge and spin) is 1.580 eV. Its spin multiplicity is 1.



Record 3
Computed, not measured: 2 unconnected molecules or ions with the total composition C5H12N3O2S at a distorted geometry, with ωB97M-V with the def2-TZVPD basis set.

```
23
Properties=species:S:1:pos:R:3:forces:R:3:mulliken_charge:R:1
H -2.993 0.675 0.617 0.7 -0.8 -1.2 0.196
C -0.667 1.236 -1.720 -0.1 -0.7 2.6 -1.318
C -0.356 -0.312 0.606 2.5 -0.6 -0.2 -0.103
N 1.702 -0.301 0.314 -3.6 1.1 -0.7 0.060
O 0.008 0.676 2.832 -1.0 -0.5 -2.0 -0.767
H -1.161 -1.238 -2.628 0.4 -0.6 0.9 0.370
H 2.016 -1.177 2.028 -0.4 0.1 1.2 0.226
C -0.693 -1.384 -1.611 -0.8 0.6 -0.5 -1.591
N 2.190 0.874 0.949 1.4 -1.4 0.5 -0.843
H 1.800 1.743 0.650 -0.7 0.1 -1.0 0.332
C -0.967 -0.116 -0.808 0.4 1.5 0.6 1.148
H 2.947 -1.829 0.907 -1.0 0.9 -0.4 0.253
H -0.392 -1.416 0.945 -0.1 2.0 -0.5 0.157
H -0.778 0.925 -2.725 -0.1 -0.4 -1.2 0.462
N 1.981 -1.441 1.065 1.7 -0.8 0.0 -0.542
S -2.816 -0.255 -0.425 -0.2 0.8 0.4 -0.316
H -1.256 -2.102 -0.994 0.7 -0.7 -0.8 0.466
H 1.912 0.819 1.912 -0.3 0.1 1.0 0.301
H 0.388 -1.587 -1.724 -0.6 0.1 0.3 0.317
O -1.177 1.817 1.248 0.4 -1.0 0.7 -0.701
H 0.391 1.659 -1.628 -1.6 -0.5 0.3 0.213
H -1.504 1.942 -1.502 1.2 -0.2 0.0 0.285
C -0.574 0.791 1.691 0.9 1.0 0.2 0.393
```
Positions in Å, forces in eV/Å.

For the total energy, the calculation gives -24777.98381 eV. Its HOMO-LUMO gap (spin up / spin down) is 0.2676 / 0.2676 Ha. As for the net charge: -1. Its relative energy (zero: lowest compared OMol25 entry of this formula, charge and spin) is 0.000 eV. Its spin multiplicity is 1.



Record 4
Computed, not measured: 2 unconnected molecules or ions with the total composition C37H32F6NSi at a distorted geometry, with ωB97M-V with the def2-TZVPD basis set.

```
77
Properties=species:S:1:pos:R:3:forces:R:3:mulliken_charge:R:1
H -3.115 1.451 -2.423 0.1 -0.3 0.2 0.452
F 6.325 -0.444 1.568 -0.4 -0.9 -0.8 -0.263
H 1.946 -4.114 0.843 -0.4 0.0 -0.1 0.591
C 0.878 2.867 -0.417 0.1 0.0 0.1 0.812
C -2.240 2.058 2.269 -0.1 -0.5 0.0 -0.692
H 0.625 3.387 -2.506 0.2 0.0 0.2 0.399
C -1.455 5.065 -0.436 -0.3 0.1 0.1 -0.470
C -0.615 0.339 1.821 -0.5 -0.3 0.1 0.657
C -1.840 -4.822 0.403 0.0 0.1 0.1 -1.288
C 3.816 -0.424 0.474 0.0 -0.1 -0.1 -1.363
N -0.424 -0.289 -1.612 -1.0 1.2 -1.1 -0.443
H 0.550 -0.164 -1.884 -0.3 0.2 0.0 0.301
F -1.638 -7.909 -0.138 0.2 0.8 1.1 -0.235
C -3.679 6.035 -0.388 0.2 -0.2 0.0 -0.607
H -2.586 -0.543 4.460 0.1 0.2 -0.3 0.384
F -0.585 -7.943 1.798 -0.8 0.7 -0.8 -0.255
C -2.572 -0.684 -2.630 -0.3 -0.1 -0.2 -0.808
H -1.850 7.188 -0.417 -0.1 -0.3 0.0 0.399
H 0.283 0.004 1.302 -0.4 0.0 0.1 0.035
H -0.669 -1.404 3.086 -0.1 0.3 0.1 0.497
H -2.868 -0.527 -3.673 0.0 -0.2 0.2 0.263
H 2.530 -3.602 -1.347 0.0 0.3 0.2 0.640
C 3.532 3.724 -0.751 -0.2 -0.2 0.1 -0.634
H 2.958 4.170 -2.791 0.0 -0.1 0.3 0.418
H -3.154 0.539 -0.910 0.1 -0.1 -0.2 0.304
H 4.566 4.048 -0.880 -0.3 -0.1 0.0 0.417
C 4.655 -1.509 0.239 -0.3 0.0 0.0 0.446
C -1.453 -7.215 1.032 -0.7 -1.8 0.3 0.863
C 0.892 -4.305 0.640 0.3 0.2 -0.6 -0.554
Si -0.883 2.280 -0.240 0.1 0.4 0.4 0.435
H -5.313 4.614 -0.399 0.3 0.1 0.0 0.422
C 2.637 3.784 -1.823 -0.2 0.0 0.0 -0.789
H -3.254 -1.423 -2.194 0.1 0.2 -0.1 0.283
C 0.530 -1.993 -0.277 0.6 -0.6 3.3 0.437
C -1.360 -3.557 0.117 0.3 0.4 -0.2 -0.258
C -4.231 4.750 -0.405 0.2 -0.2 0.0 -0.770
C 0.045 -3.273 0.129 -0.4 -1.2 -0.1 0.745
C -0.945 -5.832 0.766 0.1 0.3 -0.2 0.238
C -1.255 1.520 1.422 0.3 0.2 0.5 0.383
C -1.999 3.771 -0.410 -0.1 0.0 -0.4 0.445
H 1.094 -6.367 1.197 -0.1 0.2 0.1 0.491
C -2.616 0.649 -1.862 0.0 0.0 0.2 -0.866
F -2.656 -7.204 1.684 1.2 0.1 -0.7 -0.249
H 3.792 3.181 1.327 -0.2 0.2 -0.2 0.529
H 4.909 -3.412 -0.748 -0.1 0.2 0.0 0.462
F 6.975 -1.466 -0.269 -1.0 -0.1 0.9 -0.242
H -0.645 -1.057 -3.566 -0.2 -0.2 0.2 0.460
C 0.415 -5.578 0.888 -0.1 0.1 0.2 -1.140
C -2.182 0.055 3.640 0.0 0.0 -0.2 -0.764
C 2.490 -0.500 0.078 -0.6 0.0 0.2 1.026
H -2.057 -2.752 -0.130 0.2 -0.3 -0.1 0.563
H -0.370 5.194 -0.456 -0.3 0.0 0.0 0.298
H -1.026 -2.221 -2.283 -0.1 0.0 0.0 0.356
C -1.148 1.010 -1.614 0.1 0.4 -0.8 -0.003
C 2.873 -2.721 -0.802 -0.4 -0.2 0.4 -1.357
H -4.330 6.910 -0.355 0.2 -0.3 0.0 0.382
C -2.710 1.320 3.361 0.2 0.0 0.0 -0.624
H -0.780 1.564 -2.496 -0.2 0.0 -0.1 0.401
H 1.861 0.385 0.169 0.1 -0.3 0.2 -0.232
H -3.500 1.737 3.989 0.3 -0.2 -0.1 0.422
H -2.645 3.050 2.064 0.0 -0.4 0.0 0.467
C -1.120 -1.176 -2.580 0.5 0.7 -0.5 -0.598
C 6.062 -1.507 0.755 1.9 0.1 0.5 0.692
C 1.935 -1.731 -0.364 1.0 -0.2 -1.2 0.399
C 1.318 3.347 -1.661 0.5 -0.1 0.2 -0.381
C 4.214 -2.619 -0.483 -0.1 0.0 -0.1 -0.877
C -1.117 -0.431 2.873 0.1 0.2 0.1 -0.584
H 1.411 2.549 1.658 0.1 0.0 -0.3 0.308
H 4.196 0.458 0.984 -0.1 -0.1 -0.3 0.668
C 3.096 3.247 0.490 -0.1 0.1 0.0 -0.506
H -2.904 -5.038 0.359 0.2 0.1 0.0 0.465
F 6.329 -2.640 1.478 -0.4 1.0 -0.7 -0.241
H -3.844 2.629 -0.409 0.1 0.3 0.0 0.337
C 1.763 2.859 0.671 0.3 0.1 -0.3 -0.605
C -2.290 6.189 -0.416 0.0 -0.1 0.0 -0.696
H -0.181 -1.163 -0.170 0.7 -0.6 0.1 0.572
C -3.396 3.626 -0.418 -0.2 0.5 0.0 -0.170
```
Positions in Å, forces in eV/Å.

For the total energy, the calculation gives -64554.26552 eV. Its HOMO-LUMO gap is 0.2054 Ha. As for the net charge: +1. Its spin multiplicity is 1.



- Look up the total energy of the second one.
  -19663.24200 eV